{
  "formula": "C9H12IN2O",
  "method": "wB97M-V/def2-TZVPD",
  "elements": ["C", "C", "C", "N", "C", "N", "C", "O", "C", "C", "C", "C", "I", "H", "H", "H", "H", "H", "H", "H", "H", "H", "H", "H", "H"],
  "positions_angstrom": [[4.126801, -1.616517, -1.227489], [3.434163, -0.824761, -0.061932], [2.103877, -1.342092, 0.239648], [1.061121, -0.546738, 0.306312], [-0.058775, -0.033302, 0.214002], [-0.832024, 0.157171, -0.865261], [-1.979189, 0.832477, -0.992557], [-2.400770, 1.055095, -2.135642], [-2.784193, 0.944661, 0.248513], [-4.309874, 1.122876, 0.111508], [-2.252228, 0.913060, 1.448086], [-0.755942, 0.879974, 1.664005], [0.017894, 2.875963, 1.706532], [4.170730, -2.688208, -1.001198], [5.091380, -1.229892, -1.604298], [3.606914, -1.600017, -2.158456], [3.506628, 0.195074, -0.314856], [4.119046, -1.204650, 0.732284], [1.991306, -2.425296, 0.614612], [-0.545860, -0.229342, -1.873077], [-4.549338, 1.042506, -0.886091], [-4.653408, 2.088740, 0.444733], [-4.841635, 0.344567, 0.658806], [-2.958256, 1.018536, 2.251006], [-0.308368, 0.270118, 2.480811]],
  "atomic_forces_ev_per_a": [[-0.2, -0.7, -0.7], [2.1, -2.4, -0.6], [-2.4, 0.8, 1.2], [3.3, -3.0, -0.7], [-3.2, 3.7, 2.8], [4.2, -3.0, -3.4], [-4.0, 0.8, -1.8], [1.0, -0.1, 2.4], [-1.8, 0.8, -0.7], [1.4, -0.4, 1.3], [1.5, -0.2, 0.5], [1.0, -2.2, -2.1], [0.1, -0.4, 0.0], [0.5, 0.3, 0.2], [-0.1, -0.1, 1.3], [-1.2, 0.3, -0.6], [-0.2, 1.3, 0.4], [-0.6, 1.1, 0.2], [0.0, 1.6, -0.9], [-0.4, 1.0, 2.8], [-0.7, -0.2, -2.3], [0.1, 0.4, 0.3], [0.1, 0.0, 0.1], [0.3, 0.0, 0.8], [-0.7, 0.7, -0.4]],
  "nbo_charge": [-0.602, -0.508, 0.303, -0.398, 0.571, -0.610, 0.638, -0.508, -0.063, -0.629, -0.208, -0.363, 0.235, 0.220, 0.257, 0.218, 0.254, 0.277, 0.243, 0.453, 0.243, 0.239, 0.233, 0.251, 0.253],
  "total_charge": 1,
  "homo_ha": -0.478,
  "e_lumo_ev": -4.6842,
  "molar_mass_g_mol": 291.11,
  "smiles": "CC/C=N/C1=[NH+]C(=O)C(C)=C[C@@H]1I"
}